{"formula": "C5H7N", "method": "ωB97M-V/def2-TZVPD", "smiles": "C=C=C/N=C/C", "lumo_ha": 0.0409, "e_tot_ha": -249.349011, "symbols": ["C", "C", "C", "N", "C", "C", "H", "H", "H", "H", "H", "H", "H"], "positions_angstrom": [[2.343849, 0.809872, 0.357360], [1.683035, -0.181498, -0.122230], [1.016418, -1.251869, -0.507407], [-0.336559, -1.175923, -0.365111], [-0.919758, -0.106370, -0.269191], [-2.290390, 0.123581, 0.114191], [2.684643, 0.867690, 1.391139], [2.411154, 1.719512, -0.302134], [1.426367, -2.179613, -0.783388], [-0.286974, 0.985311, -0.478254], [-2.879812, 0.550998, -0.653974], [-2.196040, 0.714399, 1.037604], [-2.655932, -0.876096, 0.581391]], "forces_ev_per_angstrom": [[0.1017, 1.9679, -0.4214], [0.8351, -1.7637, -0.3454], [0.9802, 1.9831, 0.6021], [-1.1723, -2.8823, 0.4545], [1.5219, 5.1823, -1.4686], [-0.4240, -2.6525, 3.1889], [-0.0671, 0.0002, -0.2441], [0.4006, -0.8970, 0.8468], [0.6405, -0.7581, -0.6457], [-1.4991, -2.7321, 0.3869], [-0.7994, 0.4607, -0.4504], [-0.4817, 0.5993, -0.5084], [-0.0362, 1.4922, -1.3950]], "mulliken_charge": [-0.5422, -0.0502, -0.1510, -0.4076, 0.2124, -0.9750, 0.2547, 0.2472, 0.4450, 0.1079, 0.3198, 0.2823, 0.2569]}

=====

{"formula": "C5H7N", "method": "ωB97M-V/def2-TZVPD", "lumo_ha": 0.0358, "e_tot_ha": -249.187722, "symbols": ["C", "C", "C", "C", "C", "N", "H", "H", "H", "H", "H", "H", "H"], "positions_angstrom": [[-1.192082, -0.019826, 0.116475], [0.014510, -0.877935, 0.524012], [0.560631, -0.705340, -0.913195], [-0.114095, 0.698942, -0.670452], [0.748591, 0.873071, 0.591284], [1.664232, -0.766813, -0.105743], [-1.686649, 0.551231, 0.912465], [-1.922459, -0.580419, -0.478463], [-0.009258, -1.812087, 1.071755], [0.284704, -1.459316, -1.650819], [-0.293601, 1.504360, -1.381748], [0.197957, 1.305571, 1.442263], [1.747517, 1.288561, 0.542164]], "forces_ev_per_angstrom": [[-0.2340, 0.1131, 0.0189], [-0.3636, -0.5893, 0.3219], [0.2041, -0.2579, -0.1613], [-0.0261, 0.2561, -0.1199], [0.1733, 0.4992, 0.0723], [-0.0778, 0.1521, -0.1260], [0.1398, -0.0316, -0.0815], [0.1580, 0.0275, 0.1185], [0.0154, 0.1565, -0.0585], [0.0511, 0.0916, 0.0726], [0.0514, -0.0943, 0.0799], [0.0308, -0.2697, -0.1278], [-0.1225, -0.0534, -0.0093]], "mulliken_charge": [-0.4125, -0.7104, 0.0847, -0.4989, -0.2889, -0.5898, 0.2719, 0.2718, 0.4494, 0.4370, 0.4434, 0.2418, 0.3004]}

=====

{"formula": "C5H7N", "method": "ωB97M-V/def2-TZVPD", "smiles": "CC#C[C@H]1CN1", "lumo_ha": 0.0310, "e_tot_ha": -249.291907, "symbols": ["C", "C", "C", "C", "C", "N", "H", "H", "H", "H", "H", "H", "H"], "positions_angstrom": [[2.283150, -1.116736, 0.026346], [1.006591, -0.458434, -0.177646], [0.138329, 0.253186, -0.647938], [-1.246446, 0.579432, -0.766352], [-1.730328, 0.476877, 0.651125], [-2.109542, 1.625608, -0.214003], [2.791439, -1.329695, -0.916173], [2.173605, -2.060094, 0.558203], [2.958879, -0.494888, 0.614564], [-1.779235, -0.026915, -1.508230], [-1.068239, 0.785846, 1.456505], [-1.881130, -0.626454, 0.759349], [-1.537073, 2.392266, 0.164248]], "forces_ev_per_angstrom": [[0.4775, -0.3192, 0.1666], [0.3500, 0.9047, -1.2067], [0.9630, -0.1802, 0.4673], [0.2723, -0.0634, 0.0516], [0.5382, -1.0309, 0.2224], [-0.1124, -0.3739, 0.1845], [-0.1142, 0.0265, -0.0327], [-0.0373, -0.0607, 0.0628], [-0.0678, 0.0597, 0.0561], [0.0824, 0.2510, 0.4060], [0.3604, -0.1098, -0.4986], [-2.3098, 1.1954, 0.3280], [-0.4023, -0.2992, -0.2073]], "mulliken_charge": [-1.1595, 0.1699, -0.0371, 0.0633, -0.6303, -0.5533, 0.2845, 0.2936, 0.2734, 0.3340, 0.2895, 0.3556, 0.3164]}

=====

{"formula": "C5H7N", "method": "ωB97M-V/def2-TZVPD", "smiles": "C[C@H]1C[C@H]1C#N", "lumo_ha": 0.0326, "e_tot_ha": -249.433375, "symbols": ["C", "C", "C", "C", "C", "N", "H", "H", "H", "H", "H", "H", "H"], "positions_angstrom": [[1.510818, 0.571210, 0.032006], [0.480335, -0.508589, -0.235149], [-0.491578, -0.922204, 0.827504], [-1.003106, -0.247794, -0.429821], [-1.607740, 1.057290, -0.463089], [-2.221825, 2.019353, -0.645800], [1.831465, 1.064250, -0.891824], [2.402034, 0.124964, 0.492753], [1.129998, 1.336631, 0.715341], [0.824832, -1.287880, -0.904121], [-0.471742, -0.378330, 1.773159], [-0.784896, -1.960816, 0.917266], [-1.566410, -0.818105, -1.156756]], "forces_ev_per_angstrom": [[-0.1297, -0.0138, -0.0103], [-0.0214, -0.0731, -0.1579], [-0.1114, -0.1018, -0.0389], [-0.0554, 0.5539, 0.1318], [-0.4091, 0.8756, -0.0491], [0.5851, -0.5024, 0.3273], [-0.1278, -0.0711, 0.1226], [-0.2324, 0.0661, -0.0728], [-0.0115, -0.0829, -0.1111], [0.0750, -0.0984, 0.1292], [-0.1183, 0.0176, -0.4041], [0.1874, 0.0213, 0.0549], [0.3695, -0.5909, 0.0785]], "mulliken_charge": [-1.3374, 0.2399, -0.7225, 0.0163, 0.0632, -0.4387, 0.3296, 0.3432, 0.3169, 0.3170, 0.2792, 0.2569, 0.3364]}